# C5H7N

A single C5H7N molecule at a distorted geometry (ωB97M-V/def2-TZVPD, the Open Molecules 2025 dataset).

Computed properties:
charge	0
orbital gap	0.4448	Ha
DFT total energy	-6787.5025	eV
energy relative to the best compared isomer or geometry (same formula, charge and spin)	23.3	kcal/mol
LUMO level	0.033	Eh
2S+1	1

Geometry as XYZ:
```
13
Properties=species:S:1:pos:R:3:lowdin_charge:R:1
N -0.875 -0.165 3.147 0.1336
C -0.610 -0.027 2.028 -0.1862
C -0.404 0.372 0.629 -0.2902
C 1.031 0.455 0.025 -0.1344
C 0.506 -0.201 -1.273 -0.1710
C -0.803 -0.578 -0.540 -0.1339
H -0.919 1.330 0.552 0.1412
H 1.438 1.466 -0.068 0.1056
H 1.756 -0.173 0.549 0.1121
H 0.354 0.515 -2.087 0.1040
H 1.097 -1.035 -1.666 0.1016
H -0.832 -1.632 -0.250 0.1120
H -1.739 -0.325 -1.048 0.1055
```